17
Properties=species:S:1:pos:R:3:forces:R:3:nbo_charge:R:1 method="wB97M-V/def2-TZVPD" e_homo_ev="-7.382 / -7.381" e_above_lowest_kj_mol=310.1 multiplicity=1
S 0.739 1.848 0.154 -0.0276 -1.8158 1.2726 1.024
O 1.217 1.779 -1.240 0.3904 0.3401 -1.3950 -0.977
N 2.136 1.269 1.095 -0.8027 0.5275 -1.1797 -0.989
N 0.186 -0.650 -1.442 -1.5881 2.3147 0.9575 -0.806
C -0.221 -1.185 0.894 -1.5614 -2.7753 1.2766 -0.698
C -1.951 0.140 -0.484 1.5644 1.3047 -2.3077 -0.686
C -0.567 -0.375 -0.247 1.9766 1.0198 -3.2202 0.272
H -1.982 1.171 -0.169 -0.3483 0.3438 0.2214 0.237
H 0.812 -1.051 1.162 0.3221 0.2902 0.7084 0.221
H 1.745 0.986 1.962 -0.3549 -0.0381 1.3966 0.353
H 2.438 0.388 0.690 0.1889 -0.0856 -0.4805 0.350
H -2.709 -0.389 -0.009 -1.2716 -1.1331 0.8138 0.221
H 1.063 -1.025 -1.186 1.1486 -0.7871 0.2938 0.353
H -1.010 -0.997 1.685 1.4710 -0.1990 -0.3713 0.234
H 0.466 0.273 -1.945 -0.7131 -1.1763 0.8250 0.427
H -2.088 0.159 -1.601 -0.2138 -0.1302 1.1068 0.236
H -0.274 -2.343 0.682 -0.1806 1.9997 0.0819 0.227

***

16
Properties=species:S:1:pos:R:3:forces:R:3:nbo_charge:R:1 method="wB97M-V/def2-TZVPD" e_homo_ev=-8.939 e_above_lowest_kj_mol=97.8 multiplicity=1 smiles=NCCSCN
S -0.081 0.384 -0.965 0.2275 -3.2184 1.6959 -0.002
N 0.908 -2.267 -0.987 0.0122 0.9545 -0.8775 -0.848
N -0.972 1.824 1.962 0.3341 -0.0102 0.0801 -0.823
C 0.200 -0.157 0.948 -0.9321 1.1549 -2.2912 -0.427
C -0.261 -1.500 -1.450 0.0024 1.9926 0.5728 -0.279
C 0.309 1.217 1.631 -0.0431 -1.0304 -0.0966 -0.250
H -1.464 1.242 2.630 -0.1198 0.0581 -0.1005 0.350
H -1.525 1.893 1.115 -0.1365 -0.0304 0.1218 0.360
H -1.146 -1.811 -0.908 -0.2505 -0.1436 -0.3140 0.190
H 1.628 -1.544 -1.019 0.3801 -0.4594 0.1932 0.360
H 0.935 1.101 2.520 -0.0543 0.4072 -0.0097 0.195
H -0.700 -0.722 1.195 -0.0368 0.1641 0.1782 0.200
H 0.790 1.833 0.873 0.4058 0.4354 0.5229 0.197
H 1.028 -0.852 0.940 0.3643 0.3489 0.2149 0.223
H -0.405 -1.416 -2.524 -0.1079 -0.4800 -0.0569 0.193
H 1.169 -2.904 -1.737 -0.0452 -0.1432 0.1664 0.361

***

16
Properties=species:S:1:pos:R:3:forces:R:3:nbo_charge:R:1 method="wB97M-V/def2-TZVPD" e_homo_ev=-9.002 e_above_lowest_kj_mol=17.2 multiplicity=1 smiles=NC[C@H](N)CS
S 2.107 1.859 1.051 0.0566 0.0975 -0.0029 -0.048
N -1.477 -0.687 -1.668 -0.4576 0.1892 -0.1739 -0.845
N 0.922 -1.189 0.352 0.3096 -0.3818 -0.4327 -0.839
C 0.279 0.048 -0.062 -1.0583 0.3360 -0.0166 -0.080
C -1.236 -0.268 -0.288 0.9433 0.1674 0.3776 -0.224
C 0.448 1.097 1.005 0.3704 0.2996 0.7822 -0.509
H -1.453 -1.072 0.415 -0.2252 -0.0667 -0.1175 0.202
H 2.883 0.776 1.191 -0.1388 -0.1116 0.0903 0.107
H -1.919 0.062 -2.204 0.3540 -0.2291 0.1766 0.360
H 0.180 0.720 1.999 0.1265 -0.0872 -0.2070 0.221
H 0.650 0.481 -0.994 0.1604 -0.1439 -0.1859 0.180
H 0.806 -1.853 -0.409 -0.0661 -0.1171 0.1034 0.364
H -0.166 1.983 0.846 -0.1938 -0.1097 -0.2758 0.222
H -2.129 -1.457 -1.712 0.0127 -0.0816 0.0780 0.361
H -1.823 0.601 0.024 -0.0994 0.0049 -0.1862 0.174
H 1.929 -1.101 0.453 -0.0944 0.2341 -0.0095 0.354

***

16
Properties=species:S:1:pos:R:3:forces:R:3:nbo_charge:R:1 method="wB97M-V/def2-TZVPD" total_charge=+1 e_homo_ev=-13.143 e_above_lowest_kj_mol=374.9 multiplicity=1 smiles=C[NH2+][C@@H]1N[C@H]1N
N 0.774 0.763 -0.842 -0.7630 0.8549 -0.9774 -0.518
N -1.502 -1.157 1.477 -0.8130 1.1679 -3.5401 -0.836
N -1.553 1.143 0.334 2.2137 0.2906 -0.1943 -0.605
C -0.938 0.080 1.119 1.8610 -0.2734 -0.2202 0.137
C -0.566 0.298 -0.333 -0.6271 1.0603 1.1377 0.015
C 1.832 -0.285 -0.774 0.3379 -2.2907 -1.3706 -0.458
H 0.806 1.206 -1.795 -0.7380 -1.0144 0.5125 0.438
H -1.395 -1.389 2.398 -0.3679 -0.8775 2.5129 0.402
H 0.868 1.606 -0.323 1.4607 0.8396 1.4334 0.441
H -2.317 -1.457 0.909 0.9309 0.1240 1.2312 0.399
H 2.707 0.150 -1.286 0.1760 -0.1485 1.3290 0.251
H 1.846 -0.776 0.227 0.6296 1.1214 -0.5767 0.260
H -0.840 -0.302 -1.105 -1.6280 -2.3729 -1.5097 0.193
H -0.114 0.416 1.860 -1.7458 -0.3019 -1.0266 0.210
H -2.494 1.191 -0.031 -0.0930 -0.4897 0.1268 0.412
H 1.692 -1.241 -1.472 -0.8340 2.3103 1.1322 0.260

***

16
Properties=species:S:1:pos:R:3:forces:R:3:nbo_charge:R:1 method="wB97M-V/def2-TZVPD" total_charge=+1 e_homo_ev=-14.315 e_above_lowest_kj_mol=422.6 multiplicity=1
N -0.404 -0.516 0.908 3.3027 3.0517 -1.2327 -0.555
N -1.122 -0.954 -0.187 0.9362 -3.5540 -0.9923 -0.397
N -2.791 0.686 -0.230 -0.5440 1.2471 0.0844 -0.789
C -2.198 -0.446 -0.610 -1.0134 0.2286 -0.2609 0.316
C 2.588 -0.109 0.410 0.0388 1.5379 0.4370 -0.555
C 2.508 0.380 -0.833 0.1866 -0.2342 -0.3719 -0.293
H -0.684 -0.951 1.754 -0.9082 -0.1849 1.2684 0.431
H -0.419 0.556 0.897 0.3139 -1.5557 1.0591 0.403
H 2.258 1.376 -1.117 -0.1900 0.9083 0.4326 0.198
H -3.494 1.068 -0.846 -0.1184 -0.1492 0.1459 0.426
H -2.372 1.397 0.359 -0.0314 -0.4074 -0.0853 0.395
H 2.768 -0.166 -1.746 -0.2049 -0.4732 0.6213 0.217
H 0.745 -0.762 0.850 -3.0656 0.7778 -0.6786 0.487
H 2.908 -1.155 0.410 0.0544 0.3028 1.0155 0.242
H 2.499 0.635 1.342 0.2025 -2.1360 -2.0140 0.240
H -2.790 -1.038 -1.362 1.0406 0.6403 0.5717 0.233

***

16
Properties=species:S:1:pos:R:3:forces:R:3:nbo_charge:R:1 method="wB97M-V/def2-TZVPD" total_charge=+1 e_homo_ev=-14.214 e_above_lowest_kj_mol=268.5 multiplicity=1 smiles="CC(=[NH2+])N(C)N"
N 0.598 -0.212 0.102 -1.4293 -6.3356 -0.7582 -0.185
N 1.426 -1.450 0.209 -3.7185 3.2815 2.7249 -0.665
N -1.321 -1.550 -0.231 2.4691 -2.0110 -0.2264 -0.724
C -1.493 0.818 -0.138 -0.9202 4.5703 -1.4140 -0.734
C -0.730 -0.385 -0.018 1.6580 0.7500 -1.0749 0.548
C 1.252 0.972 0.360 -0.0660 3.0540 -0.1962 -0.445
H 1.044 1.333 1.358 0.0040 0.2441 0.3677 0.229
H -1.063 1.730 0.411 -1.0674 -1.7257 -0.0431 0.276
H 2.058 -1.111 0.882 1.7460 -0.9935 0.3043 0.394
H -1.396 1.307 -1.188 0.1003 -1.3125 1.1337 0.288
H 0.851 1.688 -0.374 0.6921 0.2523 0.3773 0.232
H -2.582 0.724 -0.048 0.4479 -0.1434 0.5159 0.279
H -2.084 -1.685 -0.882 -0.3384 0.6021 0.4396 0.439
H 2.317 0.898 0.242 0.3277 -0.2366 -0.2514 0.253
H -0.614 -2.314 -0.322 -1.1106 0.5943 0.4489 0.420
H 1.603 -1.940 -0.597 1.2053 -0.5905 -2.3483 0.396

***

16
Properties=species:S:1:pos:R:3:forces:R:3:nbo_charge:R:1 method="wB97M-V/def2-TZVPD" total_charge=+1 e_homo_ev=-13.365 e_above_lowest_kj_mol=284.3 multiplicity=1 smiles=CN1[C@H]([NH3+])[C@@H]1N
N -0.880 -1.271 -1.005 0.1423 -0.1367 -0.4140 -0.802
N 0.692 0.313 -0.166 -0.4435 -0.6238 0.1436 -0.429
N -0.409 -1.035 1.441 0.1813 -0.1603 0.0633 -0.745
C -0.254 0.296 0.915 -0.6112 -0.3211 -3.6435 0.037
C -0.565 0.101 -0.831 0.6293 0.4633 3.6338 0.096
C 1.477 1.498 -0.426 0.1327 0.3072 -0.1118 -0.413
H -0.669 1.159 1.400 0.0540 0.1298 0.1954 0.236
H -1.118 -1.108 2.172 0.0647 -0.0055 -0.1513 0.437
H 2.015 1.351 -1.359 0.0277 0.0529 -0.0102 0.228
H -1.137 0.892 -1.285 0.0110 0.0741 -0.1465 0.229
H -0.178 -1.790 -1.530 -0.0871 0.0855 -0.0075 0.421
H 0.472 -1.434 1.775 -0.1382 0.0539 -0.0486 0.433
H -0.709 -1.563 0.407 -0.0751 0.0460 0.5350 0.432
H 0.871 2.406 -0.499 -0.0003 0.0093 0.0187 0.190
H 2.195 1.611 0.382 0.0485 0.0401 -0.0100 0.226
H -1.805 -1.428 -1.390 0.0636 -0.0145 -0.0463 0.423

***

17
Properties=species:S:1:pos:R:3:forces:R:3:nbo_charge:R:1 method="wB97M-V/def2-TZVPD" total_charge=+1 e_homo_ev="-12.171 / -12.830" e_above_lowest_kj_mol=630.0 multiplicity=1
O 2.259 -0.722 -0.023 -1.0224 -0.3549 -0.8097 -0.374
N -0.144 0.722 0.271 1.0667 1.0214 -1.8589 -0.508
N 3.488 -0.711 -0.415 -0.4005 0.6738 2.9969 -0.314
N -1.974 -0.336 -0.661 0.8593 0.0104 -0.5798 -0.521
C -0.801 0.315 -0.796 0.3468 -0.9181 -1.2302 0.364
C 1.075 1.395 0.509 -1.2044 -0.5630 1.6950 -0.105
C -2.607 -0.897 0.557 0.7790 -0.3550 -1.5191 -0.440
H -0.343 0.421 -1.800 -0.6137 -0.0208 0.7267 0.238
H -0.812 0.579 0.946 -0.5897 0.0470 3.4942 0.409
H -2.367 -0.720 -1.497 0.1035 0.1787 -0.5354 0.429
H 1.645 1.952 -0.174 0.0527 0.0835 -1.5565 0.205
H -3.426 -1.542 0.247 0.1699 0.0028 -0.0905 0.253
H 3.662 -0.278 -1.287 0.2867 0.3428 -1.2957 0.345
H 3.969 -0.312 0.401 1.1538 -0.5663 -0.8938 0.356
H -1.879 -1.475 1.102 0.1784 -0.1300 0.4666 0.227
H -3.024 -0.097 1.077 -0.6447 1.2064 1.4316 0.220
H 1.279 1.706 1.543 -0.5215 -0.6587 -0.4412 0.215